DFT (ωB97M-V/def2-TZVPD) results for the molecule C5H6N2 at a distorted geometry.

lowest unoccupied orbital energy: 0.988 eV
ΔE to the lowest compared entry with this formula, charge and spin: 9.78 kJ/mol
net charge: 0
orbital gap: 0.350 hartree
structure (SMILES): Nc1cccnc1
multiplicity: 1
E: -8262.2570 eV

```
13
Properties=species:S:1:pos:R:3:forces:R:3
C -0.430 -0.681 0.072 0.2 0.3 0.1
C 0.477 -0.318 -0.950 -1.0 -0.1 -0.3
C 1.009 0.980 -0.927 0.8 -0.7 -0.3
C 0.793 1.790 0.162 -0.1 1.6 0.3
C -0.661 0.304 1.063 0.2 -0.9 -0.7
H -1.536 -2.199 0.994 0.0 0.6 0.3
H -0.648 -2.689 -0.233 0.5 -0.4 -0.6
H 0.641 -0.975 -1.832 0.0 0.5 0.8
H 1.663 1.336 -1.730 -0.2 -0.3 0.3
H 1.255 2.805 0.294 -0.3 -1.1 -0.5
H -1.334 0.075 1.858 -0.6 -0.1 0.5
N -1.154 -1.906 0.109 0.4 0.8 -0.1
N -0.077 1.478 1.119 0.3 0.0 0.2
```
Positions in Å, forces in eV/Å.

How is the electron density shared among the atoms? According to natural (NBO), the charges in e are: 0.1258 -0.2317 -0.2384 -0.0129 -0.0084 0.3771 0.3720 0.2187 0.2204 0.1963 0.1796 -0.8023 -0.3963

---

DFT (ωB97M-V/def2-TZVPD) results for the molecule C5H6N2 at a distorted geometry.

lowest unoccupied orbital energy: 0.775 eV
ΔE to the lowest compared entry with this formula, charge and spin: 390.48 kJ/mol
net charge: 0
orbital gap: 0.313 hartree
multiplicity: 1
E: -8258.3113 eV

```
13
Properties=species:S:1:pos:R:3:forces:R:3
N -2.737 0.578 0.066 1.0 0.1 0.5
C -1.689 0.669 0.546 -0.9 -0.1 -0.4
C 0.643 0.661 -1.341 -0.2 -0.1 -0.1
C 0.776 0.622 0.130 0.1 0.0 0.3
C -0.357 0.798 1.144 0.0 0.1 0.0
C 0.560 -1.817 -0.665 0.0 0.1 0.0
N 0.684 -0.533 -0.745 0.0 -0.1 0.0
H -0.156 1.005 -1.984 0.1 0.0 0.0
H 1.757 0.813 0.572 -0.1 0.0 -0.1
H -0.265 0.084 1.971 0.0 0.1 -0.1
H -0.272 1.802 1.575 0.0 -0.1 -0.1
H 0.792 -2.307 0.272 0.0 0.1 -0.1
H 0.263 -2.377 -1.543 0.0 0.1 0.1
```
Positions in Å, forces in eV/Å.

How is the electron density shared among the atoms? According to natural (NBO), the charges in e are: -0.3167 0.2854 -0.2295 -0.0529 -0.5466 -0.2467 -0.2072 0.2140 0.1941 0.2524 0.2610 0.1920 0.2007

---

DFT (ωB97M-V/def2-TZVPD) results for the molecule C5H6N2 at a distorted geometry.

lowest unoccupied orbital energy: 0.876 eV
ΔE to the lowest compared entry with this formula, charge and spin: 258.52 kJ/mol
net charge: 0
orbital gap: 0.393 hartree
structure (SMILES): N#C[C@H]1[C@H]2CCN21
multiplicity: 1
E: -8259.6790 eV

```
13
Properties=species:S:1:pos:R:3:forces:R:3
N 2.449 0.714 1.773 -0.7 -0.1 -0.8
C 1.813 0.575 0.817 0.5 0.1 0.8
C 1.135 0.421 -0.454 0.2 -0.1 0.0
C 0.138 -0.599 -0.852 0.0 -0.3 -0.2
C -1.021 -0.947 0.054 0.0 -0.1 0.1
C -1.046 0.530 0.461 -0.1 0.1 0.2
N -0.215 0.883 -0.749 0.0 0.2 -0.1
H 1.787 0.676 -1.289 0.1 -0.1 0.2
H 0.357 -1.160 -1.759 -0.3 0.4 -0.2
H -1.869 -1.103 -0.623 0.1 -0.2 0.2
H -0.974 -1.774 0.765 0.2 0.2 0.1
H -2.016 1.028 0.448 0.2 -0.1 -0.1
H -0.540 0.755 1.408 -0.1 0.0 -0.2
```
Positions in Å, forces in eV/Å.

How is the electron density shared among the atoms? According to natural (NBO), the charges in e are: -0.3005 0.2595 -0.2189 -0.0546 -0.4246 -0.2447 -0.3289 0.2544 0.2094 0.2169 0.2163 0.2123 0.2035

---

DFT (ωB97M-V/def2-TZVPD) results for a structure of composition C5H6N2O at a distorted geometry.

lowest unoccupied orbital energy (spin up / spin down): -0.994 / -0.994 eV
ΔE to the lowest compared entry with this formula, charge and spin: 275.50 kJ/mol
net charge: 0
orbital gap (spin up / spin down): 0.327 / 0.327 hartree
multiplicity: 1
E: -10306.7481 eV

```
14
Properties=species:S:1:pos:R:3:forces:R:3
C -0.818 0.117 0.040 2.1 -0.6 0.9
C -0.968 0.144 -1.470 0.2 -0.2 -0.1
C 0.505 -0.251 2.342 -0.7 0.9 3.6
C 0.807 -0.308 0.364 -2.3 -1.5 -4.4
N 1.292 -1.467 0.058 0.4 1.2 0.6
C 1.627 0.833 0.034 0.4 0.2 0.5
O 0.151 0.497 3.119 0.3 -0.5 -0.9
N 2.224 1.788 -0.180 0.1 0.2 -0.1
H 0.670 -2.245 0.265 -0.4 0.2 -0.3
H -1.453 -0.644 0.499 0.1 0.0 0.0
H -1.023 1.094 0.481 0.0 -0.1 0.1
H -2.017 0.265 -1.743 0.0 0.1 0.0
H -0.396 0.965 -1.905 0.0 0.0 0.0
H -0.598 -0.788 -1.905 -0.1 0.1 0.0
```
Positions in Å, forces in eV/Å.

How is the electron density shared among the atoms? According to natural (NBO), the charges in e are: -0.3954 -0.6236 0.5827 0.0956 -0.5880 0.2195 -0.4484 -0.2689 0.3353 0.2087 0.2151 0.2238 0.2229 0.2208